## 1
DFT (ωB97M-V with the def2-TZVPD basis set) results for a 2-piece molecular cluster, CH6NO overall.

CARTESIAN COORDINATES (ANGSTROEM)
O (0.241, -1.905, -0.458)
H (0.220, -0.123, -0.097)
H (0.465, -2.600, -1.087)
H (-0.223, -2.341, 0.266)
C (-0.104, 1.598, 0.808)
N (-0.196, 0.822, -0.192)
H (0.655, 1.387, 1.563)
H (-0.328, 2.658, 0.760)
H (-0.317, 1.028, -1.185)

## Properties
HOMO in Eh: -0.6079
2S+1: 1
Kohn-Sham gap in eV: 10.6
Charge: +1

---

## 2
DFT (ωB97M-V with the def2-TZVPD basis set) results for a 2-piece molecular cluster, CH6NO overall.

CARTESIAN COORDINATES (ANGSTROEM)
C (0.336, -0.538, -1.169)
N (1.445, -0.360, -0.586)
H (0.206, -0.652, -2.230)
H (-0.561, -0.570, -0.555)
H (1.467, -0.324, 0.429)
H (2.340, -0.146, -1.015)
H (-2.352, 0.808, 1.888)
H (-1.074, 1.486, 1.579)
O (-1.529, 0.653, 1.401)

## Properties
HOMO in Eh: -0.5743
2S+1: 1
Kohn-Sham gap in eV: 9.9
Charge: +1

---

2 comes first in stability; the runner-up is 0.220 eV higher.